{
  "formula": "C10H54F3InO20",
  "method": "the ωB97M-V functional and the def2-TZVPD basis",
  "symbols": ["In", "C", "O", "O", "C", "F", "F", "F", "C", "C", "H", "H", "H", "H", "H", "H", "C", "C", "O", "H", "H", "H", "H", "H", "H", "C", "C", "O", "H", "H", "H", "H", "H", "H", "C", "C", "O", "H", "H", "H", "H", "H", "H", "O", "H", "H", "O", "H", "H", "O", "H", "H", "O", "H", "H", "O", "H", "H", "O", "H", "H", "O", "H", "H", "O", "H", "H", "O", "H", "H", "O", "H", "H", "O", "H", "H", "O", "H", "H", "O", "H", "H", "O", "H", "H", "O", "H", "H"],
  "coordinates": [[-1.12470, 0.44086, 0.49264], [3.10629, -0.85217, 0.87620], [4.10037, -0.71538, -0.14112], [1.92319, -0.73577, 0.11589], [3.15205, -2.23579, 1.65146], [2.71327, -3.30508, 1.07978], [4.35867, -2.52964, 2.02416], [2.51204, -2.10500, 2.75755], [5.52180, -0.77258, 0.14089], [6.29511, -0.48966, -1.16425], [6.27224, 0.53170, -1.54424], [7.33085, -0.66943, -0.87610], [5.95304, -1.18780, -1.92825], [5.85926, -1.74869, 0.48940], [5.86316, -0.03355, 0.86573], [3.28519, 0.05122, 1.45929], [-0.23050, -1.69951, -4.41331], [-0.95500, -0.76618, -5.32319], [-1.48558, 0.33450, -4.59073], [0.77896, -1.33805, -4.21732], [-0.08919, -2.67458, -4.87955], [-0.72944, -1.97725, -3.48485], [-1.66578, -1.27399, -5.97513], [-0.23231, -0.43166, -6.06744], [-2.01731, 0.89382, -5.16170], [-0.20102, -5.04122, 1.64231], [-1.68895, -5.29451, 1.77093], [-2.20793, -6.12138, 0.84862], [0.23469, -5.32329, 0.68383], [0.31999, -5.58041, 2.43346], [0.04715, -3.98546, 1.75139], [-2.23952, -4.35600, 1.70618], [-1.98831, -5.80808, 2.68454], [-1.85686, -6.99896, 1.01657], [5.16596, 3.32648, -0.52681], [3.81159, 3.11866, 0.03626], [2.94171, 3.89095, -0.75512], [5.38469, 4.32410, -0.90760], [5.31084, 2.63856, -1.35980], [5.89098, 3.05344, 0.23992], [3.75053, 3.41182, 1.08432], [3.44037, 2.10815, -0.13448], [3.34165, 4.76367, -0.75859], [-4.10598, 1.06703, 0.45500], [-4.72763, 0.80251, 1.13310], [-4.52479, 1.81127, 0.02262], [-2.28852, 2.56806, -1.27777], [-1.78529, 3.15084, -1.84640], [-2.98692, 2.23004, -1.83832], [-4.78325, 1.87891, -2.25340], [-5.50184, 2.23174, -2.77817], [-5.03231, 0.97003, -2.08568], [0.01691, 1.24564, -2.41178], [0.72495, 1.87510, -2.54849], [-0.14615, 0.87568, -3.27940], [-0.39587, -2.28171, -1.01276], [0.54699, -2.21666, -0.86109], [-0.52873, -3.17974, -1.31629], [-0.89074, 4.31440, -2.59837], [-1.48475, 5.00959, -2.88137], [-0.02406, 4.61182, -2.87518], [0.48117, 2.97144, 0.15091], [-0.17352, 3.62897, 0.38595], [1.25604, 3.47946, -0.08935], [0.43918, 1.22255, 2.91286], [1.16624, 1.83827, 2.82066], [0.45950, 0.96343, 3.83409], [-3.02610, -1.81250, 0.98076], [-3.55811, -1.99345, 1.75564], [-3.27985, -2.48838, 0.35225], [-2.84777, 0.59582, 3.05498], [-2.98589, 1.39431, 3.56446], [-3.01906, -0.11538, 3.67230], [-2.77619, 3.02343, 4.37244], [-3.23505, 3.80992, 4.66757], [-1.91592, 3.07705, 4.78872], [-4.10848, -2.30504, 3.40281], [-4.69856, -2.95705, 3.78083], [-3.68607, -1.89683, 4.15857], [-0.43226, -1.61290, 2.72467], [0.39770, -1.70042, 3.19342], [-1.10065, -1.80682, 3.38184], [-2.11639, 3.25583, 1.68786], [-2.35944, 3.20973, 2.61254], [-2.63791, 3.97840, 1.33838], [-2.65713, -0.38325, -1.94657], [-3.27085, -1.09100, -2.14324], [-2.34992, -0.08699, -2.80336]],
  "atomic_forces_ev_per_a": [[-0.11, 0.16, -0.74], [-0.42, -0.24, -3.30], [0.27, -0.78, 0.17], [-0.04, -0.01, 1.50], [1.10, 1.56, -0.78], [-1.39, -1.08, -2.15], [3.00, 0.04, 0.25], [-2.72, 0.93, 3.01], [0.58, 0.58, -0.83], [-0.38, -0.31, 0.74], [-0.43, -0.02, 0.18], [0.14, -0.24, -0.38], [0.29, 0.06, -0.08], [-0.47, -0.05, 0.03], [-0.49, 0.17, 0.39], [-0.50, -0.18, 1.24], [0.47, -1.03, 0.34], [0.45, -0.32, -1.25], [-0.27, -0.14, 0.30], [-0.09, 0.10, 0.38], [0.03, 0.08, -0.46], [-0.14, 0.61, 0.10], [-0.74, -0.01, 0.57], [0.21, 0.50, 0.07], [0.03, 0.09, -0.16], [0.65, 0.29, 0.61], [0.14, 1.11, 1.69], [-1.03, -1.83, -3.12], [-0.34, -0.31, -0.09], [0.28, -0.04, -0.14], [-0.13, 0.06, 0.17], [-0.03, 0.12, 0.07], [0.61, 0.83, 1.07], [-0.12, -0.20, -0.27], [1.50, -1.28, 0.08], [-0.38, -0.04, -0.41], [-1.35, 0.85, -0.13], [-0.19, 0.16, 0.35], [0.08, 0.12, -0.11], [0.38, 0.16, -0.15], [-0.11, -0.09, 0.20], [0.32, -0.26, 0.48], [-0.28, 0.35, -0.26], [0.38, -0.35, -0.06], [0.07, -0.26, 0.40], [0.13, 0.43, -0.40], [-0.27, -0.68, 1.49], [1.03, 0.15, -0.22], [-0.59, -0.44, -0.12], [-0.06, 0.10, 0.01], [-0.19, 0.28, -0.21], [0.09, -0.39, 0.11], [0.10, -0.09, 0.66], [0.27, 0.17, 0.27], [-0.36, -0.27, -0.44], [-0.25, 0.47, 0.15], [0.52, 0.15, 0.15], [-0.19, -0.33, 0.04], [0.05, 0.33, -0.16], [-0.23, 0.30, -0.13], [0.33, -0.06, -0.04], [-0.78, -0.78, 0.49], [-0.50, 0.05, 0.20], [1.00, 0.17, -0.49], [-0.26, -0.01, -0.39], [0.18, 0.37, -0.30], [-0.14, -0.29, 0.24], [0.69, 0.71, -0.66], [-0.26, 0.01, 0.71], [0.21, -0.13, -0.36], [0.32, -0.63, -0.62], [-0.09, 0.63, 0.25], [-0.03, -0.08, -0.03], [0.04, -0.09, -0.05], [-0.40, 0.25, 0.16], [0.38, -0.02, 0.23], [0.11, 0.22, 0.03], [-0.28, -0.32, 0.04], [-0.04, -0.13, 0.33], [-0.30, 0.34, -0.39], [0.49, -0.02, -0.03], [-0.28, -0.21, 0.02], [0.59, -0.24, -0.56], [-0.05, -0.02, 0.57], [-0.19, 0.05, -0.43], [-0.10, 0.23, 0.89], [-0.08, -0.34, 0.18], [0.56, 0.29, -0.68]],
  "fmax_ha_per_bohr": 0.081,
  "e_homo_ev": -13.70,
  "orbital_gap_ev": 3.67,
  "lumo_energy_ha": -0.3686,
  "total_charge": 2
}


{
  "formula": "C10H5ClFeNO5",
  "method": "the ωB97M-V functional and the def2-TZVPD basis",
  "symbols": ["O", "C", "Fe", "O", "C", "C", "O", "C", "O", "C", "O", "H", "Cl", "C", "C", "C", "C", "N", "C", "H", "H", "H", "H"],
  "coordinates": [[-1.09568, -2.96816, -0.11923], [-0.85684, -1.83133, -0.12865], [-0.49039, -0.01860, 0.13531], [2.01868, -1.36514, 1.07545], [1.20344, -0.65734, 0.55669], [1.25339, 0.73314, -0.26693], [2.18959, 1.50303, -0.35094], [-0.99891, 0.88697, -1.41826], [-1.30992, 1.99650, -1.83252], [0.46354, 0.36985, -1.54427], [1.04633, 0.10568, -2.57996], [-1.69611, -0.11013, -1.08800], [-2.49952, 4.25721, 3.02618], [-2.08812, 2.60887, 2.99329], [-2.38181, 1.82639, 4.11003], [-2.02384, 0.48645, 4.05093], [-1.41963, -0.04345, 2.90568], [-1.18035, 0.72535, 1.81966], [-1.47853, 2.05650, 1.85371], [-2.87640, 2.25361, 4.98001], [-2.23607, -0.18194, 4.87632], [-1.12881, -1.10104, 2.87888], [-1.26016, 2.68108, 0.98802]],
  "atomic_forces_ev_per_a": [[1.17, 4.43, -0.09], [-1.71, -6.42, 0.06], [-2.12, -0.11, 3.05], [-1.79, 1.80, -1.76], [4.60, -1.77, 3.10], [4.53, -0.34, -1.18], [-1.83, -0.54, 1.30], [-1.88, 2.33, -3.27], [0.33, -2.95, 1.21], [1.25, 0.58, -4.31], [-1.34, 0.31, 2.16], [-0.52, 2.18, -1.06], [0.00, 0.42, -0.18], [0.29, -0.28, -0.40], [0.30, -0.47, -0.53], [0.13, -0.37, -0.31], [-0.29, 0.46, 0.37], [-0.67, 0.96, 0.95], [-0.52, -0.52, 1.14], [0.15, -0.07, -0.22], [0.09, 0.08, -0.01], [-0.13, 0.52, -0.16], [-0.05, -0.23, 0.14]],
  "fmax_ha_per_bohr": 0.129,
  "e_homo_ev": [-12.08, -13.71],
  "s2": 6.089,
  "multiplicity": 5,
  "orbital_gap_ev": [6.26, 7.33],
  "lumo_energy_ha": [-0.2137, -0.2344],
  "total_charge": 1
}


{
  "formula": "C10H5FNO2",
  "method": "the ωB97M-V functional and the def2-TZVPD basis",
  "symbols": ["C", "C", "C", "C", "C", "C", "C", "C", "C", "C", "N", "O", "O", "F", "H", "H", "H", "H", "H"],
  "coordinates": [[-0.33166, 4.11950, 0.09291], [0.79846, -0.74059, 0.32951], [0.06539, -0.80203, -0.84633], [0.41643, 0.29285, 1.24204], [-0.97394, -0.00615, -1.08460], [-0.54548, 1.18855, 0.95806], [-1.35399, 0.98823, -0.21974], [-0.31144, 3.74486, -1.20785], [-2.46224, 1.82350, -0.61879], [0.06306, 3.78948, -2.53817], [-0.42888, 4.31221, 1.24291], [0.08181, 4.26728, -3.62972], [0.52211, 2.69041, -1.86385], [-3.08502, 2.34046, 0.50939], [1.56235, -1.40603, 0.45847], [0.34210, -1.72067, -1.44355], [0.90058, 0.56993, 2.15206], [-1.58074, -0.34613, -1.92110], [-0.82841, 2.04160, 1.49334]],
  "atomic_forces_ev_per_a": [[0.10, 0.33, 1.03], [-2.37, 3.00, 0.41], [2.89, -3.46, 0.79], [1.44, -0.66, -0.31], [-1.70, -0.56, -1.76], [-2.59, -0.49, -2.54], [-0.28, 0.76, -0.57], [-0.96, -0.01, -0.83], [0.77, 0.17, 2.95], [-0.50, 0.64, 1.19], [0.16, 0.27, -0.48], [0.31, -0.31, -0.33], [0.77, -0.63, -0.72], [-0.07, 0.15, -1.43], [1.91, -1.48, 0.77], [-0.65, 1.37, 0.03], [0.89, -0.65, 0.58], [-0.21, 0.81, -0.10], [0.09, 0.75, 1.32]],
  "fmax_ha_per_bohr": 0.089,
  "e_homo_ev": [-3.26, -3.32],
  "s2": 2.035,
  "multiplicity": 3,
  "orbital_gap_ev": [6.88, 5.19],
  "lumo_energy_ha": [0.1334, 0.0686],
  "total_charge": -1
}


{
  "formula": "C10H6BeN2O4",
  "method": "the ωB97M-V functional and the def2-TZVPD basis",
  "symbols": ["Be", "O", "C", "C", "O", "C", "O", "C", "O", "H", "H", "N", "C", "C", "C", "C", "C", "N", "C", "H", "H", "H", "H"],
  "coordinates": [[-0.14217, -0.00405, 0.58578], [0.04499, 2.43371, -1.03295], [-0.02388, 1.37073, -0.52382], [-0.01282, -1.36684, -0.54367], [0.07488, -2.42769, -1.05101], [1.33578, 0.00958, -0.40535], [2.43955, 0.02045, -0.82557], [-1.40501, -0.01586, -0.65045], [-2.39138, -0.00902, -1.29982], [0.13245, 0.38169, -2.70400], [0.13273, -0.37262, -2.72228], [3.26936, -0.05139, 5.68493], [2.25571, -0.03674, 5.09600], [0.99947, -0.02216, 4.36629], [-0.21118, -0.00265, 5.07255], [-1.39566, 0.01236, 4.35002], [-1.34575, 0.00851, 2.95923], [-0.17326, -0.00691, 2.28187], [1.00136, -0.02462, 2.97664], [-0.18338, -0.00232, 6.16431], [-2.36629, 0.02546, 4.83906], [-2.26411, 0.01998, 2.36910], [1.93011, -0.04267, 2.39912]],
  "atomic_forces_ev_per_a": [[-0.26, 0.04, 1.40], [-0.20, -5.52, 1.86], [0.21, 11.85, -2.15], [0.60, -11.78, -2.25], [-0.35, 5.37, 1.82], [11.95, 0.08, -0.26], [-5.57, -0.07, 1.05], [-11.69, 0.09, -2.08], [5.27, -0.07, 2.15], [0.03, -0.34, -0.22], [0.03, 0.35, -0.20], [-2.54, 0.04, -1.49], [2.06, -0.05, 1.00], [0.59, 0.01, 0.12], [0.09, -0.01, -0.13], [-0.13, -0.01, -0.41], [-0.24, 0.02, 0.35], [0.37, -0.03, -0.72], [-0.25, 0.00, 0.04], [-0.14, 0.01, -0.33], [0.21, 0.00, -0.06], [0.27, 0.00, 0.18], [-0.30, 0.02, 0.33]],
  "fmax_ha_per_bohr": 0.234,
  "e_homo_ev": [-17.49, -17.49],
  "orbital_gap_ev": [5.67, 5.67],
  "lumo_energy_ha": [-0.4345, -0.4344],
  "total_charge": 2
}


{
  "formula": "C10H6BrClF6IrN2O8S2",
  "method": "the ωB97M-V functional and the def2-TZVPD basis",
  "symbols": ["Ir", "O", "C", "C", "C", "N", "C", "Br", "C", "H", "H", "H", "H", "F", "C", "F", "F", "S", "O", "O", "N", "S", "O", "O", "C", "F", "F", "F", "O", "C", "Cl", "C", "C", "O", "O", "H", "H"],
  "coordinates": [[-0.26353, -0.87521, 0.18302], [-2.66512, 2.22522, -4.62464], [-2.10656, 1.74788, -3.51781], [-1.57100, 2.54713, -2.50509], [-0.99991, 1.95299, -1.40309], [-0.95030, 0.62210, -1.26413], [-1.48366, -0.10081, -2.23883], [-1.30621, -1.95964, -1.77611], [-2.06719, 0.35227, -3.38209], [-2.65104, 3.19098, -4.65047], [-1.59044, 3.62606, -2.57927], [-0.55690, 2.53693, -0.60933], [-2.47442, -0.29839, -4.14150], [3.53470, 0.02269, 3.83714], [2.42317, -0.40556, 3.27955], [2.61796, -1.58962, 2.72193], [1.45492, -0.48569, 4.17903], [1.89248, 0.80218, 1.97909], [0.48786, 0.39044, 1.63257], [1.95640, 2.09414, 2.54934], [2.90419, 0.50638, 0.81892], [2.39928, 0.31199, -0.64579], [1.59459, -0.93964, -0.79131], [1.83240, 1.47225, -1.25691], [3.94630, -0.12177, -1.55966], [4.53048, -1.16233, -1.00236], [4.74429, 0.92474, -1.54374], [3.58432, -0.40592, -2.80010], [0.68528, -3.39192, 1.47836], [-0.01118, -2.48202, 1.31596], [-2.96800, -1.36716, 4.59350], [-3.41392, -1.57547, 2.89390], [-2.17388, -1.61580, 2.05050], [-2.03411, -0.75878, 1.13517], [-1.31505, -2.52655, 2.27718], [-4.03902, -0.74574, 2.58208], [-3.94715, -2.51834, 2.78498]],
  "atomic_forces_ev_per_a": [[-0.06, 0.11, 0.21], [-0.01, 0.01, -0.01], [0.02, -0.01, 0.04], [-0.01, 0.01, -0.02], [0.04, 0.01, 0.08], [0.02, -0.12, 0.05], [-0.04, -0.03, -0.10], [-0.02, -0.04, -0.11], [0.00, 0.04, 0.01], [0.00, -0.01, 0.00], [0.00, 0.00, 0.00], [0.00, 0.00, 0.00], [0.00, 0.00, 0.00], [0.02, 0.03, -0.02], [0.00, -0.06, 0.00], [-0.04, -0.05, 0.00], [0.00, 0.01, 0.00], [0.13, 0.08, -0.07], [-0.06, -0.10, -0.07], [-0.04, 0.03, 0.04], [-0.25, -0.12, 0.00], [0.15, 0.15, -0.08], [-0.13, 0.00, 0.04], [0.01, -0.05, -0.05], [0.04, -0.09, 0.13], [0.00, 0.00, 0.00], [0.02, 0.02, 0.01], [0.00, 0.00, -0.03], [-0.05, -0.01, 0.02], [0.35, 0.23, -0.24], [0.01, 0.01, -0.01], [-0.02, 0.00, 0.00], [0.07, -0.10, 0.03], [0.00, 0.01, 0.05], [-0.13, 0.03, 0.08], [0.00, 0.00, -0.01], [0.01, 0.00, 0.01]],
  "fmax_ha_per_bohr": 0.009,
  "e_homo_ev": -13.64,
  "orbital_gap_ev": 9.37,
  "lumo_energy_ha": -0.1569,
  "total_charge": 1
}


{
  "formula": "C10H6N2O5Zn",
  "method": "the ωB97M-V functional and the def2-TZVPD basis",
  "symbols": ["O", "C", "Zn", "O", "C", "C", "O", "C", "O", "C", "O", "N", "C", "C", "C", "N", "C", "C", "H", "H", "H", "H", "H", "H"],
  "coordinates": [[0.00380, 3.16264, -2.06354], [0.00758, 2.00416, -2.07807], [0.00008, -0.01003, -1.99122], [0.00032, -0.00173, -5.21981], [0.00021, -0.00151, -4.07357], [-0.00749, -2.00368, -2.07791], [-0.00374, -3.16293, -2.06386], [-2.00183, 0.00100, -2.05229], [-3.15424, 0.00006, -2.05642], [2.00201, -0.00472, -2.05217], [3.15443, -0.00401, -2.05585], [-0.00241, 0.00258, 4.19736], [-0.00003, 0.00185, 2.82884], [0.25004, -1.16744, 2.12672], [0.26339, -1.15603, 0.72919], [0.00149, -0.00050, 0.11562], [-0.26087, 1.15917, 0.72788], [-0.24779, 1.16696, 2.12609], [0.15975, -0.80858, 4.68981], [-0.16803, 0.81851, 4.68435], [0.44817, -2.11799, 2.59750], [0.47697, -2.07273, 0.18180], [-0.47385, 2.07484, 0.18236], [-0.44794, 2.12010, 2.59717]],
  "atomic_forces_ev_per_a": [[0.05, -5.27, -0.17], [0.01, 7.97, -0.02], [0.00, 0.15, 1.83], [0.00, 0.00, 4.08], [0.00, 0.00, -6.43], [-0.01, -8.23, -0.02], [-0.05, 5.36, -0.17], [-7.49, 0.03, -0.04], [4.70, 0.00, 0.09], [7.49, -0.02, -0.04], [-4.70, 0.01, 0.09], [-0.01, 0.11, -3.50], [0.03, -0.15, 2.52], [0.35, -1.37, -1.99], [-0.25, 0.88, 2.93], [-0.03, 0.12, -3.22], [0.29, -1.09, 2.95], [-0.40, 1.63, -2.05], [0.39, -1.87, 1.19], [-0.37, 1.78, 1.14], [0.00, 0.06, 0.37], [-0.04, 0.39, 0.09], [0.03, -0.35, 0.05], [0.02, -0.15, 0.34]],
  "fmax_ha_per_bohr": 0.160,
  "e_homo_ev": -15.51,
  "orbital_gap_ev": 6.68,
  "lumo_energy_ha": -0.3243,
  "total_charge": 2
}


{
  "formula": "C10H6NO",
  "method": "the ωB97M-V functional and the def2-TZVPD basis",
  "symbols": ["C", "C", "C", "C", "C", "C", "C", "C", "C", "C", "N", "O", "H", "H", "H", "H", "H", "H"],
  "coordinates": [[0.66283, -2.18099, -0.08554], [-1.52723, 1.80412, -0.59790], [-0.22757, -1.18042, -0.13740], [-0.32917, 1.28345, -0.55766], [1.92591, -0.20113, -0.01347], [-2.37942, -0.05238, 0.39831], [-1.61958, -0.97144, 0.11914], [0.36574, 0.13363, -0.41860], [2.03837, -1.67231, -0.01732], [-2.51173, 1.39949, 0.46367], [2.65641, 0.77353, 0.04199], [3.03121, 1.87880, 0.21635], [0.56416, -3.23727, 0.13918], [-1.91778, 2.62398, -1.23121], [2.49233, -2.25883, 0.82785], [2.71965, -1.87585, -0.81772], [-2.45059, 1.74792, 1.54166], [-3.49357, 1.98571, 0.12867]],
  "atomic_forces_ev_per_a": [[-0.77, 0.16, 0.06], [0.35, 2.09, 0.45], [-1.05, -1.25, -0.82], [2.48, -2.23, -0.27], [-1.87, 0.72, -0.25], [0.66, -1.52, -0.40], [-1.09, 0.81, 0.64], [0.34, 2.39, 0.64], [1.64, -1.18, 0.69], [-3.22, 1.66, 1.01], [0.32, 2.71, 1.08], [-0.24, -2.17, -0.67], [-0.65, 0.22, -0.14], [0.66, -1.00, -0.32], [0.05, 1.54, -0.13], [0.22, -0.70, -0.99], [0.65, -0.20, -1.26], [1.51, -2.05, 0.68]],
  "fmax_ha_per_bohr": 0.073,
  "e_homo_ev": -12.79,
  "orbital_gap_ev": 5.82,
  "lumo_energy_ha": -0.2562,
  "total_charge": 1
}


Question: Number 4 is which compound?
Answer: C10H6BeN2O4